Record 1
Below is C32H28IrN4O4P as an isolated structure, with properties calculated with the ωB97M-V functional and the def2-TZVPD basis.

The geometry in ORCA input format:
```
! RIJCOSX wB97M-V def2-TZVPD def2/J DEFGRID3
* xyz 0 1
Ir 0.42 -0.24 0.25
N 1.72 -0.09 -1.47
C 2.86 0.85 -1.19
C 2.99 1.25 0.30
O 4.03 1.76 0.69
N 1.85 1.07 0.94
C 1.63 1.41 2.33
C 0.75 0.35 3.01
O 0.79 0.19 4.21
O -0.04 -0.36 2.23
H 2.11 -1.02 -1.57
H 1.29 0.13 -2.37
H 2.70 1.77 -1.75
H 3.79 0.41 -1.53
H 1.06 2.35 2.40
H 2.56 1.56 2.88
C -2.67 4.43 2.51
C -2.37 3.13 2.91
C -1.82 2.24 2.01
C -1.57 2.64 0.69
C -1.90 3.93 0.29
C -2.44 4.82 1.20
P -0.98 1.35 -0.43
C -0.34 2.24 -1.88
C -0.60 1.77 -3.16
C 0.00 2.38 -4.26
C 0.84 3.47 -4.09
C 1.10 3.94 -2.81
C 0.52 3.33 -1.71
C -2.45 0.47 -0.99
C -3.58 1.08 -1.48
C -4.68 0.29 -1.85
C -4.65 -1.06 -1.67
C -3.51 -1.71 -1.12
C -3.51 -3.09 -0.81
C -2.44 -3.62 -0.16
C -1.30 -2.83 0.15
C -1.19 -1.51 -0.21
C -2.37 -0.93 -0.80
H -3.10 5.13 3.22
H -2.55 2.82 3.93
H -1.59 1.22 2.32
H -1.72 4.24 -0.73
H -2.69 5.83 0.88
H -1.26 0.93 -3.31
H -0.21 2.01 -5.26
H 1.29 3.95 -4.94
H 1.76 4.79 -2.66
H 0.74 3.69 -0.71
H -3.63 2.16 -1.57
H -5.57 0.77 -2.25
H -5.51 -1.67 -1.92
H -4.38 -3.69 -1.05
H -2.45 -4.66 0.14
H -0.52 -3.32 0.71
N 4.05 -5.99 2.80
C 3.59 -5.75 1.55
O 3.69 -6.56 0.65
C 2.95 -4.40 1.30
C 2.85 -3.39 2.24
C 2.23 -2.20 1.90
N 1.69 -1.99 0.69
C 1.79 -2.98 -0.21
C 2.41 -4.18 0.04
H 4.46 -6.89 2.98
H 3.93 -5.35 3.56
H 3.25 -3.47 3.24
H 2.16 -1.40 2.61
H 1.30 -2.80 -1.17
H 2.47 -4.96 -0.71
*
```

Values from the calculation:
energy above the lowest of the compared OMol25 structures with the same formula, charge and spin = 0.000 eV
energy = -2202.033710 Ha
LUMO level = -0.600 eV
F_max = 0.53 eV/Å
gap between HOMO and LUMO = 7.092 eV


Record 2
Below is a 2-piece molecular cluster, C3H3O2S overall, with properties calculated with the ωB97M-V functional and the def2-TZVPD basis.

The geometry in ORCA input format:
```
! RIJCOSX wB97M-V def2-TZVPD def2/J DEFGRID3
* xyz -1 1
C 1.23 -0.88 -0.88
C 2.54 0.76 -1.12
C 0.23 -0.16 -0.03
O 2.10 1.74 -0.15
O 4.61 1.25 0.44
S 3.26 0.71 0.49
H -0.34 -0.77 0.83
H 0.43 0.80 0.37
H -0.55 -0.04 -0.97
*
```

Values from the calculation:
energy above the lowest of the compared OMol25 structures with the same formula, charge and spin = 8.536 eV
energy = -664.521697 Ha
LUMO level = 3.816 eV
F_max = 3.82 eV/Å
gap between HOMO and LUMO = 6.575 eV


Record 3
Below is C39H42Cl2F5N2STi as an isolated structure, with properties calculated with the ωB97M-V functional and the def2-TZVPD basis.

The geometry in ORCA input format:
```
! RIJCOSX wB97M-V def2-TZVPD def2/J DEFGRID3
* xyz -1 3
Ti 0.74 -0.21 -0.25
C 3.18 -3.78 -0.01
C 1.83 -3.33 0.54
C 1.71 -3.69 2.03
C 0.65 -3.88 -0.24
C 0.67 -5.22 -0.57
C -0.37 -5.81 -1.26
C -1.44 -5.03 -1.65
C -1.53 -3.67 -1.33
C -2.74 -2.96 -1.94
C -4.01 -3.04 -1.09
C -2.52 -1.54 -2.46
C -0.48 -3.10 -0.57
N -0.55 -1.75 -0.14
C -1.64 -1.44 0.61
C -2.17 -0.16 0.95
C -3.37 -0.23 1.72
C -4.11 0.87 2.07
C -3.67 2.13 1.65
C -2.50 2.25 0.93
C -1.70 1.15 0.58
N -0.48 1.34 -0.05
C -0.18 2.67 -0.49
C -0.69 3.12 -1.72
C -0.42 4.43 -2.12
C 0.32 5.28 -1.32
C 0.82 4.83 -0.11
C 0.58 3.53 0.32
C 1.10 3.09 1.68
C 2.53 3.55 1.95
C 0.17 3.55 2.81
C -1.55 2.25 -2.62
C -1.08 2.29 -4.08
C -3.02 2.65 -2.55
H 3.98 -3.18 0.45
H 3.23 -3.64 -1.09
H 3.39 -4.83 0.21
H 1.85 -2.24 0.50
H 1.75 -4.78 2.16
H 0.76 -3.33 2.44
H 2.53 -3.25 2.60
H 1.53 -5.82 -0.29
H -0.34 -6.87 -1.52
H -2.24 -5.47 -2.23
H -2.95 -3.56 -2.83
H -3.99 -2.34 -0.26
H -4.15 -4.05 -0.69
H -4.88 -2.80 -1.71
H -2.49 -0.80 -1.66
H -3.35 -1.28 -3.12
H -1.59 -1.46 -3.03
H -2.20 -2.29 0.99
H -3.71 -1.21 2.02
H -5.02 0.75 2.64
H -4.24 3.02 1.90
H -2.17 3.24 0.64
H -0.81 4.79 -3.06
H 0.52 6.30 -1.64
H 1.40 5.49 0.51
H 1.10 2.00 1.68
H 2.58 4.63 2.11
H 3.20 3.28 1.12
H 2.91 3.07 2.86
H 0.10 4.64 2.82
H 0.57 3.23 3.77
H -0.83 3.14 2.70
H -1.45 1.23 -2.27
H -1.34 3.24 -4.56
H -1.56 1.50 -4.65
H 0.00 2.15 -4.16
H -3.16 3.69 -2.86
H -3.43 2.53 -1.54
H -3.61 2.02 -3.23
Cl 0.59 -0.41 2.53
C 2.19 0.01 3.10
C 2.36 0.02 4.47
C 3.59 0.36 5.01
C 4.64 0.67 4.15
C 4.44 0.65 2.79
Cl 5.80 1.08 1.79
C 3.21 0.32 2.18
S 3.05 0.32 0.45
H 1.52 -0.23 5.11
H 3.74 0.37 6.08
H 5.61 0.94 4.54
F 1.87 1.10 -2.74
C 1.31 -0.14 -2.43
F 0.19 -0.23 -3.27
C 2.26 -1.16 -3.04
F 1.81 -2.41 -2.78
F 3.49 -1.06 -2.52
F 2.38 -1.07 -4.38
*
```

Values from the calculation:
energy above the lowest of the compared OMol25 structures with the same formula, charge and spin = 0.000 eV
energy = -4288.396504 Ha
LUMO level (alpha / beta) = 2.531 / 2.521 eV
F_max = 0.65 eV/Å
gap between HOMO and LUMO (alpha / beta) = 5.591 / 7.661 eV


Record 4
Below is a 3-piece molecular cluster, C5H11N overall, with properties calculated with the ωB97M-V functional and the def2-TZVPD basis.

The geometry in ORCA input format:
```
! RIJCOSX wB97M-V def2-TZVPD def2/J DEFGRID3
* xyz 0 1
C 2.08 -0.92 -0.78
C -0.11 -1.27 1.25
C -0.83 -0.40 0.60
C -0.95 0.76 -0.13
C -2.25 1.46 -0.34
N 2.37 -0.05 0.37
H 2.24 -1.96 -0.50
H 2.78 -0.65 -1.57
H 1.02 -0.79 -1.01
H -0.45 -2.08 1.88
H -2.13 -1.13 0.35
H -0.12 1.46 0.15
H -2.90 0.66 -0.75
H -2.69 1.90 0.54
H -2.16 2.12 -1.22
H 1.63 -0.03 1.08
H 2.48 0.91 0.08
*
```

Values from the calculation:
energy above the lowest of the compared OMol25 structures with the same formula, charge and spin = 7.424 eV
energy = -251.589718 Ha
LUMO level = -1.687 eV
F_max = 5.45 eV/Å
gap between HOMO and LUMO = 6.017 eV


Record 5
Below is C45H116N4O15 as an isolated structure, with properties calculated with the ωB97M-V functional and the def2-TZVPD basis.

The geometry in ORCA input format:
```
! RIJCOSX wB97M-V def2-TZVPD def2/J DEFGRID3
* xyz 0 1
C 4.30 -3.04 2.81
O 4.33 -1.58 2.91
H 3.82 -3.37 1.89
H 5.32 -3.40 2.71
H 3.94 -3.49 3.74
H 4.49 -1.16 2.06
C -0.43 -3.53 3.43
O -0.16 -2.32 4.19
H 0.43 -4.19 3.50
H -1.36 -3.95 3.79
H -0.62 -3.39 2.36
H -0.93 -1.80 4.43
C 4.13 -2.99 -0.48
O 4.41 -1.62 -0.81
H 3.08 -3.25 -0.54
H 4.67 -3.69 -1.13
H 4.46 -3.22 0.53
H 3.63 -1.34 -1.30
C 0.90 -5.16 -0.33
O 2.09 -5.14 -1.16
H 0.02 -4.97 -0.94
H 0.88 -6.14 0.15
H 1.06 -4.51 0.52
H 2.08 -5.87 -1.79
C 6.31 -1.10 0.92
O 4.89 -1.16 1.00
H 6.59 -0.84 -0.10
H 6.73 -0.23 1.42
H 6.76 -2.00 1.35
H 4.50 -1.71 0.32
C 4.00 1.36 0.01
O 4.84 2.41 0.46
H 4.54 0.74 -0.70
H 3.53 0.63 0.67
H 3.17 1.83 -0.50
H 4.29 3.02 0.95
C 2.29 3.73 1.27
O 3.59 3.42 1.77
H 2.02 3.11 0.42
H 1.49 3.57 1.99
H 2.16 4.75 0.91
H 3.85 4.31 2.04
C -0.93 3.30 2.41
O -1.88 4.35 2.35
H -0.16 3.65 1.72
H -0.56 3.00 3.39
H -1.35 2.41 1.94
H -1.84 4.69 1.46
C 2.73 -1.07 -2.65
O 3.32 -2.38 -2.48
H 3.59 -0.43 -2.83
H 2.26 -0.98 -3.63
H 2.12 -0.60 -1.88
H 2.66 -3.02 -2.77
O 2.12 -4.16 2.43
H 2.03 -5.07 2.14
H 2.39 -4.23 3.35
O 2.56 -1.02 4.29
H 1.72 -1.18 3.87
H 3.21 -1.23 3.62
C -5.38 -2.08 4.34
C -4.81 -2.75 3.09
C -5.75 -2.20 2.02
C -5.18 -2.42 0.57
C -3.77 -1.76 0.44
C -2.82 -2.32 1.57
N -3.48 -2.25 2.91
O -2.64 -2.64 3.91
C -2.31 -3.74 1.25
C -1.56 -1.43 1.68
C -4.95 -4.32 3.09
H -5.66 -1.03 4.38
H -4.79 -2.30 5.23
H -6.37 -2.48 4.56
H -6.63 -2.83 2.08
H -5.86 -1.12 2.12
H -5.90 -2.13 -0.20
H -5.13 -3.50 0.43
H -3.70 -0.67 0.50
H -3.52 -2.01 -0.59
H -3.01 -4.47 0.84
H -1.49 -3.56 0.55
H -1.84 -4.17 2.13
H -1.01 -1.17 0.77
H -1.86 -0.42 1.97
H -0.95 -1.87 2.47
H -4.34 -4.77 3.88
H -4.69 -4.73 2.11
H -5.98 -4.66 3.19
H -2.71 -1.93 4.56
C 0.94 5.93 -3.57
C 0.78 4.38 -3.52
C 0.79 3.98 -5.01
C 0.91 2.51 -5.22
C 2.23 1.97 -4.63
C 2.42 2.30 -3.15
N 2.02 3.78 -2.88
O 2.20 4.16 -1.63
C 1.53 1.35 -2.31
C 3.88 2.09 -2.82
C -0.59 4.06 -2.76
H 0.20 6.42 -4.21
H 1.93 6.21 -3.92
H 0.85 6.31 -2.55
H -0.23 4.17 -5.34
H 1.44 4.61 -5.62
H 0.74 2.27 -6.27
H 0.04 2.14 -4.68
H 3.01 2.36 -5.29
H 2.12 0.90 -4.77
H 1.35 1.79 -1.33
H 0.51 1.15 -2.66
H 2.02 0.39 -2.14
H 4.26 1.13 -3.18
H 4.46 2.98 -3.03
H 4.00 2.03 -1.74
H -0.65 4.66 -1.84
H -0.67 3.01 -2.48
H -1.55 4.24 -3.25
H 2.89 4.82 -1.67
C 1.58 1.26 2.23
C 0.18 0.42 2.00
C -0.58 0.97 0.77
C 0.05 0.64 -0.57
C 0.46 -0.92 -0.52
C 1.08 -1.52 0.71
N 0.43 -1.04 1.92
O 0.98 -1.52 3.14
C 0.82 -3.04 0.63
C 2.64 -1.29 0.63
C -0.77 0.72 3.19
H 2.21 0.90 3.03
H 1.37 2.33 2.23
H 2.10 1.19 1.27
H -1.60 0.58 0.75
H -0.74 2.04 0.91
H 0.93 1.26 -0.71
H -0.59 0.83 -1.44
H 1.12 -0.99 -1.38
H -0.44 -1.48 -0.79
H 1.39 -3.39 -0.23
H 1.14 -3.60 1.51
H -0.24 -3.30 0.57
H 3.12 -1.99 -0.06
H 2.81 -0.30 0.22
H 3.16 -1.46 1.57
H -0.28 0.85 4.15
H -1.50 -0.09 3.27
H -1.26 1.65 2.92
H 0.27 -2.17 3.23
C -1.80 0.68 -3.22
C -3.00 0.45 -2.25
C -2.51 0.63 -0.76
C -2.20 2.01 -0.29
C -3.45 2.95 -0.47
C -4.03 2.83 -1.93
N -4.13 1.46 -2.39
O -4.80 1.34 -3.63
C -5.43 3.48 -1.74
C -3.14 3.78 -2.86
C -3.53 -1.01 -2.43
H -1.24 1.59 -3.06
H -2.19 0.72 -4.24
H -0.99 -0.05 -3.24
H -3.30 0.40 -0.05
H -1.65 0.00 -0.53
H -1.44 2.50 -0.90
H -1.99 2.08 0.77
H -3.11 3.96 -0.27
H -4.11 2.70 0.36
H -5.81 3.77 -2.72
H -6.09 2.87 -1.12
H -5.38 4.46 -1.28
H -3.89 4.13 -3.57
H -2.80 4.67 -2.33
H -2.31 3.27 -3.34
H -3.13 -1.72 -1.71
H -3.53 -1.46 -3.42
H -4.59 -0.93 -2.20
H -4.09 1.70 -4.17
*
```

Values from the calculation:
energy above the lowest of the compared OMol25 structures with the same formula, charge and spin = 54.562 eV
energy = -3129.559835 Ha
LUMO level = 0.053 eV
F_max = 16.60 eV/Å
gap between HOMO and LUMO = 5.873 eV


Record 6
Below is a 2-piece molecular cluster, C2H7OS overall, with properties calculated with the ωB97M-V functional and the def2-TZVPD basis.

The geometry in ORCA input format:
```
! RIJCOSX wB97M-V def2-TZVPD def2/J DEFGRID3
* xyz -1 1
O 0.12 -3.16 1.19
H 0.89 -2.59 1.04
C -0.88 0.66 0.95
S 0.52 0.25 0.04
C 0.60 1.51 -1.30
H -0.84 0.59 2.03
H -1.87 0.69 0.48
H -0.37 -3.17 0.37
H -0.41 1.82 -1.54
H 1.02 1.03 -2.18
H 1.22 2.38 -1.08
*
```

Values from the calculation:
energy above the lowest of the compared OMol25 structures with the same formula, charge and spin = 2.657 eV
energy = -553.766323 Ha
LUMO level = 3.958 eV
F_max = 0.73 eV/Å
gap between HOMO and LUMO = 4.697 eV


Record 7
Below is an isolated ion of composition C2H3O5 and charge -1, with properties calculated with the ωB97M-V functional and the def2-TZVPD basis.

The geometry in ORCA input format:
```
! RIJCOSX wB97M-V def2-TZVPD def2/J DEFGRID3
* xyz -1 1
O -1.74 0.94 -0.03
C -1.05 -0.09 0.00
O -1.34 -1.29 0.01
C 0.51 0.20 0.02
O 1.07 -0.31 -1.18
O 0.70 1.54 0.12
O 1.06 -0.50 1.12
H 0.56 -1.11 -1.37
H -0.23 1.88 0.08
H 0.47 -1.27 1.23
*
```

Values from the calculation:
energy above the lowest of the compared OMol25 structures with the same formula, charge and spin = 0.000 eV
energy = -454.314943 Ha
LUMO level = 4.095 eV
structure (SMILES) = O=C([O-])C(O)(O)O
F_max = 1.06 eV/Å
gap between HOMO and LUMO = 8.902 eV


Record 8
Below is a 8-piece molecular cluster, C5H24O8S overall, with properties calculated with the ωB97M-V functional and the def2-TZVPD basis.

The geometry in ORCA input format:
```
! RIJCOSX wB97M-V def2-TZVPD def2/J DEFGRID3
* xyz 1 2
O -0.72 -3.57 1.04
C 0.09 -3.40 0.20
C -0.24 -2.50 -1.03
C 0.77 -1.29 -0.98
C 2.14 -1.53 -1.67
S 3.11 -0.20 -2.09
C 2.61 1.09 -0.90
H 1.17 -3.86 0.03
H -1.22 -2.11 -0.86
H -0.20 -3.07 -1.97
H 0.32 -0.44 -1.54
H 0.93 -0.92 0.03
H 2.63 -2.16 -0.85
H 1.96 -2.16 -2.58
H 3.32 1.99 -1.03
H 1.60 1.42 -0.99
H 2.67 0.48 -0.03
H 0.00 1.56 -3.07
H 0.43 2.60 -4.12
O 0.47 1.67 -3.90
H -1.58 0.03 -2.97
H -1.48 0.65 -1.50
O -1.74 0.78 -2.42
H -2.16 -2.50 1.70
H -2.35 -2.07 3.04
O -2.90 -2.21 2.24
H 1.86 3.32 2.13
H 1.46 3.68 0.71
O 1.25 3.05 1.41
H -2.28 0.95 0.63
H -2.32 -0.56 0.88
O -1.96 0.11 0.30
H -1.27 0.79 3.97
H -0.27 1.95 4.19
O -0.89 1.36 4.62
H -2.49 2.20 2.75
H -1.04 2.77 2.39
O -1.70 2.12 2.23
*
```

Values from the calculation:
energy = -1204.638018 Ha
LUMO level (alpha / beta) = -3.290 / -7.952 eV
F_max = 3.85 eV/Å
gap between HOMO and LUMO (alpha / beta) = 10.160 / 5.498 eV


Record 9
Below is C5H7F2IN2O3S2 as an isolated structure, with properties calculated with the ωB97M-V functional and the def2-TZVPD basis.

The geometry in ORCA input format:
```
! RIJCOSX wB97M-V def2-TZVPD def2/J DEFGRID3
* xyz 0 1
C 0.93 2.19 -0.78
C -0.01 1.14 -1.29
C -1.28 1.00 -0.93
C -1.89 -0.23 -0.61
C 1.36 -1.72 0.03
N -1.38 -1.91 1.69
N 0.67 -0.55 0.50
O 1.80 1.89 0.24
O 2.61 0.40 2.02
O -1.02 0.51 1.93
F -1.71 1.92 0.02
F -1.57 -1.30 -1.50
S 1.35 0.79 1.52
S -0.96 -0.66 1.01
I -3.98 -0.30 -0.22
H 1.60 2.44 -1.66
H 0.25 3.03 -0.61
H 0.38 0.40 -1.87
H 1.23 -1.80 -1.06
H 2.34 -1.81 0.25
H 0.85 -2.72 0.26
H -1.57 -2.73 1.05
*
```

Values from the calculation:
energy = -1823.529514 Ha
LUMO level = -0.300 eV
F_max = 4.87 eV/Å
gap between HOMO and LUMO = 9.306 eV